{"formula": "C4H7NO2", "method": "ωB97M-V with the def2-TZVPD basis set", "symbols": ["O", "O", "N", "C", "C", "C", "C", "H", "H", "H", "H", "H", "H", "H"], "xyz": [[-0.18, 1.73, 0.44], [-2.13, 0.55, 0.56], [0.59, -1.16, 1.87], [-0.76, 0.48, 0.31], [1.26, -0.43, -1.44], [0.06, -0.64, 0.85], [0.07, -0.73, -0.59], [0.47, -0.61, 2.72], [-1.07, -0.46, -0.98], [1.86, 0.38, -1.02], [1.86, -1.34, -1.44], [-2.40, 0.08, 1.36], [0.98, -0.20, -2.47], [-0.61, 2.34, -0.17]], "lumo_energy_ev": 0.47, "orbital_gap_ev": 8.8, "smiles": "[H]/N=C1/[C@H](C)C1(O)O", "energy_ev": -9842.3741, "e_above_lowest_kj_mol": 473.32}